Version a
Density functional theory data (ωB97M-V with the def2-TZVPD basis set) for a molecular structure, CH3NO3S.

```
9
CH3NO3S (ωB97M-V with the def2-TZVPD basis set)
C -0.355 0.405 0.027
N 1.221 0.006 -0.260
O 0.150 2.843 1.154
O 0.392 0.816 2.557
O 1.759 1.086 0.452
S 0.420 1.465 1.290
H -0.832 1.158 -0.713
H -0.634 -0.637 0.171
H 1.252 -0.763 0.462
```

Quick look at the Mulliken charges, all values in e:
1. C -0.346
2. N -0.345
3. O -0.522
4. O -0.521
5. O -0.177
6. S 1.020
7. H 0.280
8. H 0.313
9. H 0.299

---

Version b
Density functional theory data (ωB97M-V with the def2-TZVPD basis set) for 2 unconnected molecules or ions with the total composition CH3NO3S.

```
9
CH3NO3S (ωB97M-V with the def2-TZVPD basis set)
C 1.325 -0.174 -0.009
N -2.094 -1.229 0.764
O -2.812 -1.451 -0.160
O -0.284 1.712 1.010
O -0.567 0.993 -1.359
S -0.361 0.711 0.013
H 1.505 -0.668 0.909
H 1.455 -0.730 -0.970
H 1.834 0.836 -0.198
```

Quick look at the Mulliken charges, all values in e:
1. C -0.806
2. N 0.154
3. O -0.133
4. O -0.508
5. O -0.480
6. S 0.848
7. H 0.330
8. H 0.315
9. H 0.280

---

Tell me which of them is the least stable. Sure, it is version b.

---

Version a
Density functional theory data (ωB97M-V with the def2-TZVPD basis set) for a single CH3NO3S molecule.

```
9
CH3NO3S (ωB97M-V with the def2-TZVPD basis set)
O 1.727 1.226 -0.668
N 1.947 0.045 -0.437
O 2.978 -0.527 -0.737
S 0.818 -0.910 0.456
C -1.033 0.224 0.429
O -1.993 -0.747 0.462
H -1.032 0.941 1.339
H -1.029 0.809 -0.510
H -2.382 -1.060 -0.334
```

Values from the calculation:
SMILES string   O=[N+]([O-])SCO

Quick look at the Mulliken charges, all values in e:
1. O -0.533
2. N 0.869
3. O -0.532
4. S -0.037
5. C -0.218
6. O -0.449
7. H 0.281
8. H 0.290
9. H 0.329

---

Version b
Density functional theory data (ωB97M-V with the def2-TZVPD basis set) for a single CH3NO3S molecule.

```
9
CH3NO3S (ωB97M-V with the def2-TZVPD basis set)
C 0.880 0.622 0.291
N 0.423 -1.790 0.108
O -1.561 1.130 0.727
O -1.142 0.278 -1.569
O -0.718 -1.328 0.434
S -0.826 0.280 -0.148
H 0.972 0.826 1.297
H 1.410 1.286 -0.298
H 0.562 -1.303 -0.844
```

Quick look at the Mulliken charges, all values in e:
1. C -0.577
2. N -0.257
3. O -0.505
4. O -0.512
5. O -0.089
6. S 0.991
7. H 0.320
8. H 0.324
9. H 0.306

---

Tell me which of them is the least stable. Sure, it is version b.

---

Version a
Density functional theory data (ωB97M-V with the def2-TZVPD basis set) for 3 unconnected molecules or ions with the total composition C3H10O3.

```
16
C3H10O3 (ωB97M-V with the def2-TZVPD basis set)
C 0.279 -2.357 -1.208
C -0.673 -1.572 -0.729
C -0.735 -0.985 0.673
O -1.347 0.233 0.663
H 0.372 -2.571 -2.266
H 0.931 -2.928 -0.551
H -1.441 -1.154 -1.376
H 0.238 -1.160 1.147
H -1.382 -1.691 1.218
H -0.917 1.044 0.971
O 1.356 1.263 -1.061
H 1.995 1.048 -1.745
H 0.964 0.428 -0.787
O 0.441 2.453 1.380
H 1.173 2.024 1.828
H 0.453 2.237 0.442
```

Values from the calculation:
SMILES string   C=CCO.O.O

Quick look at the Mulliken charges, all values in e:
1. C -0.596
2. C -0.198
3. C -0.470
4. O -0.494
5. H 0.272
6. H 0.242
7. H 0.282
8. H 0.303
9. H 0.312
10. H 0.376
11. O -0.672
12. H 0.297
13. H 0.352
14. O -0.689
15. H 0.321
16. H 0.361

---

Version b
Density functional theory data (ωB97M-V with the def2-TZVPD basis set) for 3 unconnected molecules or ions with the total composition C3H10O3.

```
16
C3H10O3 (ωB97M-V with the def2-TZVPD basis set)
C 1.467 0.053 1.908
C 0.875 -0.823 0.786
C -0.660 -0.855 0.594
O -1.243 -1.486 -0.249
H 1.059 -0.221 2.949
H 2.560 -0.127 2.162
H 1.319 1.210 1.763
H 1.110 -1.842 0.892
H 1.324 -0.345 -0.130
H -1.222 -0.192 1.102
O 0.242 -0.326 -2.434
H -0.332 -0.998 -1.984
H 0.202 -0.443 -3.417
O -0.736 2.774 -0.078
H -1.438 3.189 -0.623
H -0.772 1.827 -0.351
```

Values from the calculation:
SMILES string   CCC=O.O.O

Quick look at the Mulliken charges, all values in e:
1. C -1.078
2. C -0.203
3. C -0.312
4. O -0.566
5. H 0.293
6. H 0.320
7. H 0.234
8. H 0.357
9. H 0.265
10. H 0.673
11. O -0.642
12. H 0.353
13. H 0.295
14. O -0.623
15. H 0.306
16. H 0.329

---

Version c
Density functional theory data (ωB97M-V with the def2-TZVPD basis set) for 3 unconnected molecules or ions with the total composition C3H10O3.

```
16
C3H10O3 (ωB97M-V with the def2-TZVPD basis set)
C 0.904 1.389 -1.101
C -0.165 0.412 -0.739
C -0.112 -0.909 -0.849
O -1.202 -1.719 -0.710
H 0.646 1.954 -1.997
H 1.853 0.901 -1.264
H 1.095 2.061 -0.274
H -1.125 0.851 -0.481
H 0.841 -1.379 -1.106
H -1.071 -2.456 -1.318
O -2.570 -0.239 2.279
H -1.936 -0.787 1.798
H -3.133 0.087 1.568
O 2.352 -0.171 1.349
H 2.045 0.451 2.014
H 1.578 -0.447 0.832
```

Values from the calculation:
SMILES string   C/C=C/O.O.O

Quick look at the Mulliken charges, all values in e:
1. C -1.098
2. C -0.247
3. C -0.020
4. O -0.469
5. H 0.338
6. H 0.313
7. H 0.313
8. H 0.232
9. H 0.310
10. H 0.344
11. O -0.643
12. H 0.313
13. H 0.319
14. O -0.640
15. H 0.314
16. H 0.322

---

Version d
Density functional theory data (ωB97M-V with the def2-TZVPD basis set) for 3 unconnected molecules or ions with the total composition C3H10O3.

```
16
C3H10O3 (ωB97M-V with the def2-TZVPD basis set)
C -0.921 -0.253 -0.582
C -1.079 0.967 0.295
C -0.851 2.174 -0.129
O -0.275 3.237 0.612
H -0.192 -0.147 -1.496
H -1.839 -0.691 -0.789
H -0.429 -0.845 0.218
H -0.835 0.638 1.382
H -1.262 2.421 -1.096
H -0.840 3.421 1.398
O -2.686 -6.033 -1.429
H -2.009 -5.258 -1.251
H -2.935 -5.882 -2.306
O 5.093 2.321 1.538
H 5.355 2.205 2.531
H 5.704 1.726 1.106
```

Values from the calculation:
SMILES string   C/C=C/O.O.O

Quick look at the Mulliken charges, all values in e:
1. C -0.808
2. C -0.160
3. C -0.143
4. O -0.478
5. H 0.263
6. H 0.286
7. H 0.245
8. H 0.175
9. H 0.306
10. H 0.312
11. O -0.642
12. H 0.332
13. H 0.310
14. O -0.648
15. H 0.330
16. H 0.318

---

Tell me which of them is the least stable. Sure, it is version d.

---

Version a
Density functional theory data (ωB97M-V with the def2-TZVPD basis set) for a gas-phase ion, C3H8N3S (charge +1).

```
15
C3H8N3S (ωB97M-V with the def2-TZVPD basis set)
N 0.370 -0.350 -1.858
N -0.359 0.320 -1.132
C -1.560 -0.205 -0.574
N -1.303 -0.451 0.780
C -0.393 -0.135 1.637
C 0.605 0.818 1.306
S 2.212 0.208 0.499
H 1.320 -0.010 -1.819
H 0.182 -1.268 -2.238
H -1.670 -1.284 -1.042
H -2.293 0.638 -0.826
H -0.388 -0.440 2.666
H 0.247 1.621 0.626
H 1.187 1.153 2.225
H 1.842 -0.614 -0.249
```

Values from the calculation:
SMILES string   [NH2+]=NC/N=C\CS
Total charge   +1

Quick look at the Mulliken charges, all values in e:
1. N -0.306
2. N 0.213
3. C -0.417
4. N -0.355
5. C 0.224
6. C -0.640
7. S -0.091
8. H 0.318
9. H 0.261
10. H 0.418
11. H 0.275
12. H 0.403
13. H 0.376
14. H 0.296
15. H 0.026

---

Version b
Density functional theory data (ωB97M-V with the def2-TZVPD basis set) for 2 unconnected molecules or ions with the total composition C3H8N3S.

```
15
C3H8N3S (ωB97M-V with the def2-TZVPD basis set)
C -0.549 1.236 -0.320
C -1.448 -1.813 -0.289
C 1.673 -0.323 0.449
N -0.987 0.444 0.578
N 0.867 1.558 -0.587
N 1.873 0.890 0.107
S -2.974 -2.208 -0.129
H -0.993 1.725 -1.202
H -1.012 -2.531 -0.943
H 2.344 -0.800 1.020
H -0.478 -0.051 1.237
H 0.900 -0.895 -0.134
H 1.211 2.486 -0.884
H 2.759 1.423 0.464
H -3.185 -1.139 0.635
```

Values from the calculation:
Total charge   +1

Quick look at the Mulliken charges, all values in e:
1. C 0.079
2. C -0.231
3. C -0.439
4. N -0.488
5. N -0.260
6. N 0.067
7. S -0.030
8. H 0.355
9. H 0.201
10. H 0.351
11. H 0.267
12. H 0.360
13. H 0.269
14. H 0.339
15. H 0.158

---

Version c
Density functional theory data (ωB97M-V with the def2-TZVPD basis set) for a gas-phase ion, C3H8N3S (charge +1).

```
15
C3H8N3S (ωB97M-V with the def2-TZVPD basis set)
C -0.344 -1.059 -0.162
C -1.290 -0.543 -0.896
C 0.664 0.948 0.528
N 0.669 -0.340 0.324
N 1.741 -1.094 0.611
N -1.358 0.857 -1.028
S -0.649 1.842 1.171
H -0.283 -2.116 0.006
H -2.036 -1.249 -1.310
H 1.621 1.380 0.880
H 2.483 -0.482 0.975
H 2.232 -1.403 -0.248
H -0.458 1.297 -1.149
H -2.077 1.271 -1.624
H -0.914 0.690 1.923
```

Values from the calculation:
Total charge   +1

Quick look at the Mulliken charges, all values in e:
1. C -0.222
2. C -0.216
3. C -0.167
4. N 0.489
5. N -0.958
6. N -0.358
7. S -0.048
8. H 0.435
9. H 0.367
10. H 0.270
11. H 0.291
12. H 0.305
13. H 0.374
14. H 0.215
15. H 0.222

---

Version d
Density functional theory data (ωB97M-V with the def2-TZVPD basis set) for a gas-phase ion, C3H8N3S (charge +1).

```
15
C3H8N3S (ωB97M-V with the def2-TZVPD basis set)
C -2.718 -1.002 0.351
C -1.494 -0.322 -0.048
S -1.678 1.439 -0.018
N -0.362 -0.889 -0.222
C 0.868 -0.423 -0.471
N 1.388 0.421 0.385
N 2.701 0.815 0.155
H -3.183 -0.359 1.026
H -2.549 -2.011 0.738
H -3.361 -1.020 -0.448
H -0.258 1.476 -0.223
H 1.480 -0.750 -1.357
H 3.136 0.342 -0.726
H 3.340 0.527 0.911
H 2.688 1.757 -0.052
```

Values from the calculation:
SMILES string   C/C(S)=N/C=N/[NH3+]
Total charge   +1

Quick look at the Mulliken charges, all values in e:
1. C -1.190
2. C 0.770
3. S -0.172
4. N -0.377
5. C -0.019
6. N -0.492
7. N -0.168
8. H 0.408
9. H 0.302
10. H 0.373
11. H 0.219
12. H 0.286
13. H 0.380
14. H 0.366
15. H 0.314

---

Tell me which of them is the least stable. Sure, it is version b.